Record 1
{
  "formula": "C35H49Cl2N2O2P3Pb",
  "method": "wB97M-V/def2-TZVPD",
  "gap_ev": [5.4043, 5.6810],
  "homo_energy_ev": [-12.52, -12.63],
  "total_charge": 2,
  "elements": ["Pb", "Cl", "Cl", "P", "P", "P", "O", "O", "N", "N", "C", "C", "C", "C", "C", "C", "C", "C", "C", "C", "C", "C", "C", "C", "C", "C", "C", "C", "C", "C", "C", "C", "C", "C", "C", "C", "C", "C", "C", "C", "C", "C", "C", "C", "C", "H", "H", "H", "H", "H", "H", "H", "H", "H", "H", "H", "H", "H", "H", "H", "H", "H", "H", "H", "H", "H", "H", "H", "H", "H", "H", "H", "H", "H", "H", "H", "H", "H", "H", "H", "H", "H", "H", "H", "H", "H", "H", "H", "H", "H", "H", "H", "H", "H"],
  "coordinates": [[0.16893, 1.75270, 1.13541], [1.61287, 3.02372, 2.76782], [-0.50565, 3.76021, -0.66977], [2.63819, 2.33100, -0.47737], [2.77996, -2.84459, 2.08337], [-1.46801, -1.15793, -2.77007], [0.02378, -2.67882, 0.62947], [-1.57072, 1.12840, 2.78441], [-2.42355, 3.21371, 3.22392], [-0.97759, 2.18542, 4.74784], [-1.47110, -0.42277, -5.35624], [2.24739, -3.76103, -3.26598], [-0.74898, 3.42993, 5.46430], [-2.81654, -1.88447, -1.94495], [-1.80843, -0.02673, -4.04327], [3.16107, 4.05632, -0.15177], [4.01657, -2.18712, 3.20256], [-2.51397, 1.18381, -3.82258], [0.38603, -0.48777, -0.46425], [-2.96915, 1.92213, -4.91471], [1.05103, -1.72700, 0.17680], [1.03410, -4.33123, -2.85213], [-3.07691, -1.84596, -0.54944], [-5.02344, -3.26027, -0.91745], [2.32630, -2.39252, -3.57006], [-0.03273, -2.14413, -2.99424], [-1.92701, 0.32018, -6.44158], [-1.92922, 4.33900, 5.29275], [2.46014, 2.33890, -2.29720], [-3.12732, 3.17694, 1.95533], [-0.20974, 0.63512, -0.40316], [-0.06626, 1.09992, 5.05507], [3.47081, -3.65341, 0.66588], [4.21547, 1.42870, -0.27814], [1.85751, -0.16330, 1.89306], [-0.09758, -3.52443, -2.70873], [-2.68589, 1.48198, -6.22569], [-2.23151, 4.51808, 3.83439], [-1.65482, 2.13650, 3.56615], [-4.78227, -3.26741, -2.30530], [-4.18358, -2.54108, -0.04552], [1.90789, -1.41720, 1.41027], [1.18476, -1.59215, -3.46550], [-3.69808, -2.56342, -2.81163], [1.54774, -3.81317, 2.92770], [-2.70019, 1.51673, -2.79811], [1.07892, -3.21259, 3.71646], [-3.55751, 2.83567, -4.75934], [3.55614, -1.46876, 3.90730], [-4.39544, -2.53230, 1.03148], [-1.40390, 5.04795, 3.32845], [-0.46217, 0.17022, 4.64324], [4.05968, 0.38620, -0.58467], [-2.44726, -1.24844, 0.11524], [-3.48165, -2.54376, -3.88526], [-0.60820, 1.43243, -1.24431], [-3.94800, 3.89719, 2.00045], [1.48788, 2.78487, -2.53585], [-3.52874, 2.17284, 1.79326], [-3.06547, 2.04042, -7.08114], [2.26879, 4.68815, -0.22498], [0.94853, -5.41402, -2.68639], [3.53851, 4.10738, 0.87555], [-0.90255, -1.34271, -5.49236], [-1.70609, 5.30602, 5.73625], [-0.72561, -2.66313, -0.01084], [-2.46518, 3.44907, 1.11789], [4.48151, 1.45086, 0.78633], [1.61940, -2.21771, -0.65652], [0.17516, 3.89788, 5.08489], [2.50163, 1.31019, -2.67677], [2.49897, 0.25760, 2.69528], [-3.15296, 5.08005, 3.66693], [-5.42710, -3.82471, -2.99536], [-1.06297, -3.96551, -2.45241], [2.68601, -4.02721, 0.00711], [5.00883, 1.88902, -0.88546], [0.02843, 1.02590, 6.14007], [3.26703, -1.96065, -3.94795], [-0.59166, 3.16516, 6.51301], [2.06246, -4.67830, 3.35651], [1.21593, -0.54486, -3.77970], [4.06724, -4.48794, 1.03542], [3.92121, 4.36218, -0.88437], [-5.86982, -3.82248, -0.52949], [3.26617, 2.93275, -2.74977], [4.42412, -3.05981, 3.74360], [4.11265, -2.97009, 0.10491], [-1.70471, -0.02302, -7.46141], [3.12247, -4.40667, -3.41441], [4.82019, -1.68459, 2.63118], [-2.79536, 3.92240, 5.80775], [0.91775, 1.30500, 4.61928], [0.77646, -4.10958, 2.20928]],
  "atomic_forces_ev_per_a": [[3.45, 3.04, 5.20], [-0.81, 0.09, -0.31], [0.01, -0.45, 0.64], [0.17, 0.59, -0.04], [-0.94, 2.38, -0.42], [1.29, 1.04, 1.02], [-0.12, 0.89, -1.16], [0.45, 0.53, -0.12], [0.50, -1.05, -0.17], [-0.27, -0.60, -1.00], [-0.27, 0.12, 0.06], [-0.12, -0.18, -0.02], [0.31, -0.10, 0.08], [-1.31, -0.67, 0.52], [-0.27, 0.65, -1.02], [-0.21, -0.23, 0.01], [0.36, -0.45, 0.14], [-0.04, -0.33, -0.10], [-0.20, -1.35, 0.85], [0.18, -0.17, -0.21], [-1.36, -0.05, -0.68], [0.08, 0.13, -0.06], [-0.09, -0.10, -0.48], [0.46, 0.21, -0.38], [-0.26, 0.08, -0.15], [0.70, -1.12, -0.65], [0.02, 0.14, -0.06], [-0.18, 0.44, 0.45], [-0.12, -0.02, -0.01], [-0.04, -0.13, -0.27], [-1.89, -1.79, -6.94], [0.05, -0.18, -0.04], [0.54, -0.75, 0.12], [-0.11, -0.13, 0.12], [-0.38, 0.66, 0.07], [0.06, 0.14, -0.15], [0.09, -0.26, 0.47], [0.10, 0.16, -0.29], [-0.07, 1.15, 0.58], [-0.11, -0.01, 0.36], [-0.01, -0.11, -0.30], [-0.34, 1.23, -0.46], [-0.06, -0.10, 0.04], [0.17, -0.07, 0.08], [0.28, -0.55, 0.21], [-0.11, -0.07, -0.35], [0.23, -0.08, -0.17], [0.38, -0.44, -0.05], [0.18, -0.49, -0.38], [0.12, 0.05, -0.56], [-0.28, -0.08, 0.10], [0.11, 0.11, 0.16], [0.16, 0.16, 0.07], [-0.16, -0.24, -0.18], [-0.26, -0.12, 0.33], [0.78, -2.05, 1.92], [0.10, -0.15, -0.05], [0.22, -0.05, -0.10], [0.02, 0.25, -0.02], [0.12, -0.11, 0.26], [0.25, 0.01, -0.03], [0.11, 0.58, -0.05], [0.03, 0.12, -0.28], [-0.15, 0.22, -0.17], [-0.03, 0.08, 0.10], [0.75, -0.18, 0.55], [-0.26, -0.01, 0.13], [0.10, -0.04, -0.26], [-0.21, 0.38, 0.65], [-0.20, -0.11, 0.13], [-0.03, 0.19, 0.01], [-0.34, -0.80, -0.22], [0.15, 0.05, 0.14], [0.21, 0.27, 0.43], [0.32, 0.04, 0.09], [-0.03, -0.05, 0.14], [-0.19, -0.18, 0.22], [-0.03, -0.07, -0.11], [-0.59, -0.26, 0.25], [-0.03, 0.14, -0.07], [-0.34, -0.08, 0.10], [0.05, -0.29, 0.23], [0.10, -0.18, -0.30], [-0.17, 0.02, 0.31], [0.17, 0.17, 0.01], [-0.22, -0.20, 0.02], [0.06, 0.55, 0.00], [-0.05, 0.02, 0.18], [-0.12, 0.25, 0.53], [-0.38, 0.35, 0.13], [-0.43, -0.28, 0.29], [-0.05, 0.01, 0.00], [-0.03, -0.13, 0.14], [0.27, -0.01, 0.18]]
}

Record 2
{
  "formula": "C35H49ClF27N2O5",
  "method": "wB97M-V/def2-TZVPD",
  "gap_ev": 7.9174,
  "e_above_lowest_kj_mol": 1159.63,
  "homo_energy_ev": -11.25,
  "total_charge": 1,
  "elements": ["Cl", "F", "F", "F", "F", "F", "F", "F", "F", "F", "F", "F", "F", "F", "F", "F", "F", "F", "F", "F", "F", "F", "F", "F", "F", "F", "F", "F", "O", "O", "O", "O", "O", "N", "N", "C", "C", "C", "C", "C", "C", "C", "C", "C", "C", "C", "C", "C", "C", "C", "C", "C", "C", "C", "C", "C", "C", "C", "C", "C", "C", "C", "C", "C", "C", "C", "C", "C", "C", "C", "H", "H", "H", "H", "H", "H", "H", "H", "H", "H", "H", "H", "H", "H", "H", "H", "H", "H", "H", "H", "H", "H", "H", "H", "H", "H", "H", "H", "H", "H", "H", "H", "H", "H", "H", "H", "H", "H", "H", "H", "H", "H", "H", "H", "H", "H", "H", "H", "H"],
  "coordinates": [[1.38072, 7.51630, -2.87460], [-0.63700, -1.13145, -6.65674], [1.52723, -5.13392, -0.00048], [3.52114, -6.05557, -1.83385], [-5.74363, 4.52246, 3.41003], [-4.49704, -1.38331, 6.24995], [-1.10091, -0.94070, 4.65931], [2.72316, -8.26392, -1.74191], [-1.77189, -2.21291, 6.51762], [-4.08475, 0.22691, 7.65347], [2.04343, -9.77152, -0.34190], [-8.18105, 2.26723, 5.20798], [-6.57230, 2.39159, 7.48431], [-2.90125, -2.15449, 8.36717], [-0.59243, 1.12101, -7.46636], [-6.80739, 4.23034, 1.53500], [-1.68275, -0.45409, 2.62964], [-5.54200, 3.31609, 5.80273], [-3.11784, -3.02628, 4.63148], [0.27634, -4.62478, -1.70598], [1.38694, 0.12331, -6.57075], [4.56879, -8.66643, 0.31159], [-6.21606, 1.76730, 4.02015], [-8.97890, 3.64807, 6.67482], [-1.54578, -3.23755, 3.13886], [3.63854, -6.70921, 0.53039], [-5.14543, 2.12900, 2.17012], [2.92760, -3.98569, -2.08481], [-3.19217, -0.17204, 4.23700], [1.07826, -7.77068, -0.26085], [-7.99844, 4.50246, 4.87199], [2.19582, 5.35175, -1.33826], [-0.50875, 0.61270, -5.02899], [-0.50556, 2.44680, -3.28996], [0.45346, -1.80519, -0.41141], [-6.72109, 3.77839, 2.82627], [-7.93318, 3.44562, 5.82810], [3.16488, -1.33636, -2.71460], [-6.61952, 3.44028, 6.61971], [1.05637, 4.54358, -3.56668], [1.54826, 0.69577, -1.97231], [5.89790, 2.61245, -2.94368], [0.00817, 0.61782, -1.42058], [-6.34602, 2.30144, 2.78555], [-8.06336, 4.08746, 3.50543], [1.26359, -5.47961, -1.28921], [2.48062, -5.26657, -2.18205], [4.55604, -0.43536, -2.56683], [-1.09606, 1.43269, -2.34875], [6.38884, 1.20512, -3.65820], [1.57807, 5.67868, -2.50383], [-0.53128, -0.94614, -1.17295], [0.05552, 1.27686, 0.11696], [0.67752, -6.89878, -1.32062], [-2.13291, -1.01413, 3.78514], [6.84411, 3.88964, -0.69963], [2.31959, -8.44455, -0.46163], [1.96989, 2.25001, -2.32728], [-3.50373, -0.57246, 6.70347], [-0.09623, -2.30830, 0.90504], [0.67617, 3.20167, -2.64408], [-0.07759, 0.24525, -6.38647], [-2.39467, -1.37417, 7.37500], [1.90966, -0.38259, -3.16848], [3.38675, -8.04315, 0.56423], [6.07576, 2.57546, -1.30995], [-0.13769, 1.98106, -4.66536], [-3.04030, 0.34398, 5.56160], [-2.59012, -2.45374, 3.51898], [5.04296, 0.26443, -3.96725], [5.31637, -0.55598, -4.78918], [-3.34863, -2.48527, 2.73152], [0.47922, -1.75286, 1.78967], [3.33485, -2.24925, -3.44810], [-0.71641, -1.49999, -2.21319], [-8.80559, 3.29526, 3.35086], [0.32314, 0.45551, 0.93986], [6.89783, 1.40881, -4.70095], [2.25417, 0.19831, -4.15253], [7.08866, 0.60668, -2.93273], [0.86626, 2.11394, 0.22981], [2.96769, -1.77978, -1.63488], [6.54775, 3.49851, -3.39829], [4.25092, 1.02938, -4.42653], [1.91418, 4.29577, -4.34987], [2.50780, 2.69958, -1.36225], [5.45104, -1.08668, -2.14999], [-1.23490, -2.10011, 1.07995], [-0.69232, 2.69435, -5.44610], [3.07174, -8.30107, 1.57945], [4.77527, 2.89656, -3.18091], [-2.03732, 0.75344, 5.73115], [7.82735, 4.16610, -1.28906], [0.77706, -7.37364, -2.30396], [0.09940, -3.46478, 1.10113], [-0.96830, 1.73549, 0.44922], [0.07630, 4.90416, -4.13193], [-1.73894, 2.06243, -1.56145], [-1.58051, -0.83291, -0.66237], [0.76947, -2.64189, -0.96480], [-1.24736, 3.20246, -3.41040], [6.10833, 4.81636, -0.84450], [-1.64591, -0.71531, 7.82358], [2.23856, -5.45242, -3.23221], [4.98375, 2.56477, -0.83223], [0.23860, 3.64500, -1.62612], [6.58789, 1.55967, -0.99269], [-7.08749, 1.71989, 2.23058], [-1.88260, 0.69231, -2.83337], [4.37122, 0.40340, -1.74428], [0.96792, -1.02475, -3.52093], [7.02140, 3.80644, 0.46489], [-3.69877, 1.22303, 5.58459], [2.68716, 2.26999, -3.25177], [1.01865, 2.09646, -4.94040], [-8.48219, 4.95674, 2.98030], [2.24202, 0.38434, -1.05132], [-6.50313, 4.36453, 7.19299], [-0.40666, -6.78825, -1.18211]],
  "atomic_forces_ev_per_a": [[0.14, -3.06, 0.24], [2.00, 5.19, 1.23], [0.15, 0.02, -0.50], [-0.36, 0.58, -0.20], [-0.13, -0.45, -0.16], [0.45, 0.06, 0.18], [-0.07, -0.33, -1.01], [0.22, -0.55, 0.65], [-0.18, 0.10, 0.40], [0.63, -0.18, -0.10], [0.44, 0.70, 0.33], [0.03, 0.27, 0.87], [-0.42, 0.27, -0.39], [-0.18, 0.34, -0.19], [1.83, -2.68, 3.97], [-0.11, -0.54, 0.11], [-0.33, -0.40, 0.14], [-0.35, 0.22, 0.17], [0.11, 0.46, -0.66], [0.22, -0.06, -0.43], [-5.00, 0.82, 0.84], [-0.61, -0.05, -0.22], [0.19, 0.07, -0.56], [0.89, -0.04, -0.06], [-0.04, 0.46, 0.18], [-0.32, -0.45, 0.07], [-0.03, 0.29, -0.14], [-0.43, -0.32, 0.23], [1.34, -1.60, 0.01], [1.76, 0.14, -0.56], [0.76, -1.66, 0.58], [-4.51, 2.05, -8.29], [1.14, 0.14, -2.70], [-0.33, 0.60, -0.35], [-1.63, -0.44, 0.10], [0.13, 0.97, 0.50], [-1.63, 0.62, -1.25], [0.66, 0.34, 0.62], [0.75, -0.06, 0.63], [-0.40, -0.22, 0.49], [0.39, -0.63, 0.33], [0.80, 0.45, 0.02], [0.46, -0.22, 1.37], [0.49, -0.79, -0.24], [-0.91, 0.78, -0.19], [-0.13, -0.50, 1.04], [0.86, 0.27, -0.43], [-0.36, 0.20, -0.25], [-1.51, -1.50, 3.18], [-1.46, -0.17, -0.39], [3.54, -1.32, 5.98], [-0.06, -0.18, -1.65], [0.04, -0.08, 0.53], [-1.09, -0.53, 0.07], [-0.33, 2.10, 0.99], [-0.86, 0.63, -0.24], [-1.77, -0.35, -0.95], [-0.42, -0.15, 0.39], [-0.93, 0.01, -0.51], [0.53, -0.25, 1.86], [1.35, 1.67, 1.54], [-0.25, -2.11, -1.58], [0.27, -0.67, 0.95], [0.27, 0.03, -0.79], [0.78, 0.25, 0.67], [-0.51, 0.05, 0.31], [1.35, 1.15, -4.55], [-0.35, 1.19, -0.19], [-0.44, -1.00, 0.22], [0.88, 0.40, 0.21], [-0.74, 1.72, 1.85], [0.06, 0.23, 0.01], [-1.32, -1.17, -1.76], [-0.41, 2.20, 1.39], [0.23, 1.51, 1.96], [0.40, -0.02, 0.08], [-0.52, 1.65, -2.10], [-0.82, -0.33, 2.27], [-0.74, -1.18, 2.12], [-1.15, 1.28, -1.54], [-1.50, -1.49, -0.37], [0.18, 0.98, -2.34], [-1.31, -1.82, 1.09], [1.50, -1.87, 0.95], [-1.79, 0.72, 1.73], [-1.17, -0.69, -2.45], [-1.94, 1.17, -0.93], [2.24, -0.43, -0.78], [1.09, -1.46, 1.83], [-0.18, -0.09, -0.17], [2.25, -0.80, 0.26], [-0.15, -0.37, 0.05], [-1.89, -0.81, 1.34], [0.26, 0.24, 0.21], [-0.41, 2.54, -0.76], [1.76, -0.88, -0.73], [2.22, -0.40, 1.14], [1.43, -1.20, -1.90], [1.99, -0.37, -0.68], [-0.77, 1.55, 0.57], [1.05, -1.36, 0.03], [1.59, -1.92, 0.28], [-0.08, 0.14, -0.09], [-0.17, -0.07, 0.05], [2.32, -0.06, -0.87], [0.86, -1.21, -2.21], [-0.90, 2.17, -0.61], [-0.11, 0.15, 0.01], [1.98, 1.68, 0.40], [0.38, -1.64, -1.77], [2.07, 1.34, 1.04], [-0.17, 0.02, -2.50], [-0.06, -0.39, -0.01], [-1.25, -0.02, 1.86], [-2.42, -0.18, 1.35], [0.35, -0.11, 0.17], [-1.73, 0.62, -1.99], [-0.23, -0.01, -0.12], [0.33, 0.13, 0.17]]
}